Record 1
Here is H7O3 as an isolated structure at a distorted geometry from OMol25. Energies are from ωB97M-V/def2-TZVPD.

XYZ file:
```
10
Properties=species:S:1:pos:R:3:mulliken_spin:R:1
O -2.118 0.120 -0.424 0.072
H -2.624 -0.568 -0.903 -0.001
H -2.438 -0.096 0.452 -0.001
O 2.049 0.775 0.394 0.731
H 2.760 0.333 0.824 -0.016
H 2.080 1.730 0.515 -0.016
O 0.104 -0.572 -0.360 0.253
H 0.777 0.137 -0.128 -0.004
H 0.380 -1.419 0.128 -0.007
H -0.971 -0.441 -0.499 -0.011
```

Highest occupied orbital energy (alpha / beta) = -23.815 / -23.028 eV
Energy = -228.98217 hartree
Total charge = +2
Multiplicity = 2
Largest force on an atom = 3.92 eV Å⁻¹
E_LUMO (alpha / beta) = -9.215 / -18.405 eV
Energy above the lowest of the compared OMol25 structures with the same formula, charge and spin = 18.8 kcal/mol
Kohn-Sham gap (alpha / beta) = 14.60 / 4.62 eV

Record 2
Here is a 2-piece molecular cluster, C6H16 overall at a distorted geometry from OMol25. Energies are from ωB97M-V/def2-TZVPD.

XYZ file:
```
22
Properties=species:S:1:pos:R:3:mulliken_spin:R:1
C 0.314 -1.406 -2.211 0.142
C -0.082 -2.417 -1.167 1.849
C 1.151 -0.274 -1.463 0.287
H 1.175 -1.740 -2.790 0.075
H -0.470 -0.997 -2.847 -0.455
H -0.384 -1.983 -0.198 -0.392
H 2.091 -0.771 -1.246 -0.437
H 1.330 0.649 -2.014 0.007
H 0.617 -0.049 -0.551 0.203
H -1.079 -2.883 -1.331 -0.504
H 0.538 -3.310 -1.044 -0.317
C -0.774 0.764 1.625 0.580
C 0.206 1.490 2.597 0.838
C -0.948 1.768 0.476 0.568
H -0.293 -0.169 1.310 0.634
H -1.756 0.487 2.047 -1.130
H 1.180 1.457 2.087 0.044
H -1.618 2.593 0.738 -0.518
H 0.034 2.042 0.109 0.203
H 0.285 0.883 3.500 -0.422
H -0.013 2.545 2.745 -0.204
H -1.505 1.321 -0.371 -0.049
```

Highest occupied orbital energy (alpha / beta) = 1.567 / -7.339 eV
Energy = -238.10178 hartree
Total charge = -1
Multiplicity = 2
Largest force on an atom = 2.82 eV Å⁻¹
E_LUMO (alpha / beta) = 4.138 / 4.155 eV
Energy above the lowest of the compared OMol25 structures with the same formula, charge and spin = 20.0 kcal/mol
Kohn-Sham gap (alpha / beta) = 2.57 / 11.49 eV

What did the first record say?
Here is H7O3 as an isolated structure at a distorted geometry from OMol25. Energies are from ωB97M-V/def2-TZVPD.

XYZ file:
```
10
Properties=species:S:1:pos:R:3:mulliken_spin:R:1
O -2.118 0.120 -0.424 0.072
H -2.624 -0.568 -0.903 -0.001
H -2.438 -0.096 0.452 -0.001
O 2.049 0.775 0.394 0.731
H 2.760 0.333 0.824 -0.016
H 2.080 1.730 0.515 -0.016
O 0.104 -0.572 -0.360 0.253
H 0.777 0.137 -0.128 -0.004
H 0.380 -1.419 0.128 -0.007
H -0.971 -0.441 -0.499 -0.011
```

Highest occupied orbital energy (alpha / beta) = -23.815 / -23.028 eV
Energy = -228.98217 hartree
Total charge = +2
Multiplicity = 2
Largest force on an atom = 3.92 eV Å⁻¹
E_LUMO (alpha / beta) = -9.215 / -18.405 eV
Energy above the lowest of the compared OMol25 structures with the same formula, charge and spin = 18.8 kcal/mol
Kohn-Sham gap (alpha / beta) = 14.60 / 4.62 eV